(1)
Formula: C50H29Cl4LaN9
Source: OMol25
Level of theory: ωB97M-V/def2-TZVPD

```
93
Properties=species:S:1:pos:R:3:forces:R:3
La -0.0699 0.0450 -0.2462 -2.7 -0.1 -1.6
Cl 7.0362 -5.8286 -3.5276 -0.1 0.1 0.1
C 5.7970 -4.7793 -2.9074 0.2 -0.2 -0.1
C 5.8166 -4.4199 -1.5709 -0.1 0.1 0.0
C 4.8221 -3.5844 -1.0812 0.2 0.0 0.1
C 3.8197 -3.1001 -1.9157 -0.2 0.1 0.0
C 3.8269 -3.4775 -3.2563 0.0 -0.1 -0.2
C 4.8093 -4.3194 -3.7596 -0.1 0.1 0.1
C 2.7559 -2.1851 -1.3890 0.1 -0.1 0.0
C 1.9099 -2.7098 -0.3703 0.0 0.1 -0.1
C 1.8770 -4.0537 0.1210 -0.1 -0.2 0.1
C 0.8458 -4.1435 1.0202 0.1 0.0 -0.1
C 0.2419 -2.8387 1.1111 0.0 0.1 0.3
C -0.7821 -2.3665 2.0399 0.3 0.0 0.1
C -1.9160 -3.2488 2.4107 0.4 0.3 -0.1
C -2.0373 -4.5515 1.9048 0.0 -0.2 -0.1
C -3.1306 -5.3494 2.1903 0.1 0.1 0.0
C -4.1551 -4.8474 2.9748 -0.2 -0.2 0.1
Cl -5.5325 -5.8388 3.3268 0.1 0.1 0.0
C -4.1022 -3.5503 3.4500 0.1 0.1 0.0
C -3.0000 -2.7628 3.1575 -0.1 0.0 0.1
C -0.6681 -1.0528 2.6735 0.1 -0.3 -0.1
N -0.2150 0.0556 2.0496 0.4 0.2 1.0
C -0.0910 1.0886 2.9513 0.0 0.0 -0.1
C 0.2736 2.4132 2.6117 0.1 0.1 0.0
C 0.2317 3.4243 3.7126 -0.1 -0.2 -0.1
C 1.3850 4.1109 4.0839 0.1 0.1 0.0
C 1.3565 5.0516 5.1041 0.0 -0.1 -0.1
C 0.1568 5.3077 5.7457 0.0 0.2 0.2
Cl 0.1093 6.4880 7.0203 0.0 -0.1 -0.1
C -1.0057 4.6436 5.3929 0.0 -0.1 -0.1
C -0.9604 3.6994 4.3776 -0.1 0.1 0.1
C 0.6353 2.9108 1.3261 -0.1 -0.2 0.0
C 0.7213 4.2867 0.9208 0.0 0.1 0.0
C 0.8741 4.3091 -0.4384 -0.1 -0.1 0.0
C 0.9171 2.9341 -0.8921 0.2 0.0 -0.3
N 0.8129 2.1464 0.2070 0.5 0.5 0.6
C 1.1208 2.3837 -2.2231 0.3 -0.2 0.3
C 1.8783 1.1306 -2.4053 -0.1 0.4 0.0
C 2.9515 0.8955 -3.3293 0.0 -0.1 -0.1
C 3.4731 -0.3400 -3.0336 0.1 0.1 -0.1
C 2.6876 -0.9008 -1.9750 -0.1 0.0 0.1
N 1.7540 0.0430 -1.6234 1.1 -0.1 -0.3
C 0.5966 3.0385 -3.4471 0.3 0.1 0.5
C 0.5093 2.3078 -4.6354 0.0 -0.1 -0.3
C -0.0602 2.8363 -5.7851 0.1 -0.2 0.1
C -0.5740 4.1166 -5.7633 -0.1 0.1 -0.1
Cl -1.3167 4.7769 -7.1787 0.0 0.0 0.0
C -0.5133 4.8734 -4.6027 0.1 0.0 0.1
C 0.0594 4.3364 -3.4659 0.0 0.1 -0.1
C -0.4535 0.5663 4.2419 0.0 0.0 0.0
C -0.8346 -0.7356 4.0685 -0.1 0.0 0.0
N 0.9101 -2.0180 0.2679 0.8 -0.4 0.2
H 6.6046 -4.7895 -0.9291 0.0 0.0 0.0
H 4.8444 -3.2953 -0.0367 0.0 0.0 0.0
H 3.0459 -3.1245 -3.9194 0.0 0.0 0.0
H 4.8106 -4.6206 -4.7982 0.0 0.0 0.0
H 2.5500 -4.8475 -0.1648 0.0 0.0 0.0
H 0.5973 -5.0049 1.6197 0.1 0.1 0.0
H -1.2791 -4.9635 1.2553 -0.2 0.1 0.0
H -3.1938 -6.3545 1.7957 0.0 0.0 0.0
H -4.9256 -3.1520 4.0271 0.0 0.0 0.0
H -3.0139 -1.7384 3.4936 0.0 0.1 0.0
H 2.3210 3.9016 3.5793 0.0 0.0 0.0
H 2.2520 5.5788 5.4037 0.0 0.0 0.0
H -1.9299 4.8679 5.9078 0.0 0.0 0.0
H -1.8679 3.1778 4.0956 0.0 0.0 0.0
H 0.6806 5.1464 1.5718 0.0 0.0 0.0
H 1.0417 5.1907 -1.0325 0.0 0.0 0.1
H 3.3166 1.5972 -4.0641 0.0 0.0 0.0
H 4.3311 -0.8038 -3.4939 0.0 0.0 0.0
H 0.8761 1.2911 -4.6725 -0.1 0.0 0.0
H -0.1135 2.2447 -6.6887 0.0 0.0 0.0
H -0.9089 5.8798 -4.5912 0.0 0.0 0.0
H 0.0841 4.9613 -2.5911 -0.1 0.0 0.0
H -0.4042 1.1016 5.1781 0.0 0.0 -0.1
H -1.1177 -1.4359 4.8392 0.0 0.0 0.0
N -3.8610 2.9188 -0.7889 -0.4 -0.2 0.0
C -2.5349 2.8598 -0.7623 0.2 -0.1 0.0
N -2.1553 1.5923 -0.8020 -0.5 0.2 0.0
C -3.3428 0.9186 -0.8364 -0.1 -1.0 -0.2
N -4.4095 1.6761 -0.8418 0.3 0.6 0.1
C -3.4196 -0.5739 -0.9224 0.0 0.8 0.0
C -4.6346 -1.2374 -0.8998 -0.3 -0.4 -0.1
N -4.7112 -2.5564 -1.0685 0.2 0.2 0.0
C -3.5630 -3.2053 -1.2467 -0.1 -0.1 0.1
C -2.3366 -2.5619 -1.2130 -0.2 0.2 0.0
N -2.2734 -1.2390 -1.0558 0.0 -0.2 -0.1
H -4.4534 3.7341 -0.7827 0.0 0.0 0.0
H -1.8858 3.7238 -0.7138 0.0 -0.1 0.0
H -5.5586 -0.6915 -0.7557 0.0 0.0 0.0
H -3.6095 -4.2756 -1.4084 -0.1 0.0 0.0
H -1.4074 -3.1083 -1.3260 0.0 0.0 0.0
```
Positions in Å, forces in eV/Å.

total charge = +1
electronic energy = -4287.85752 a.u.


(2)
Formula: C50H36F6NO5P2PtS3Te4
Source: OMol25
Level of theory: ωB97M-V/def2-TZVPD

```
108
Properties=species:S:1:pos:R:3:forces:R:3
Pt -0.4415 -0.2415 -1.3000 -0.4 -0.2 3.4
O 2.8319 0.8025 -1.1614 0.1 0.5 0.3
S 1.8130 0.2280 -0.2588 0.9 -0.1 0.9
C 2.6014 -1.2588 0.3847 -0.1 -0.2 -0.4
C 3.9579 -1.3179 0.1608 -0.1 0.1 -0.2
C 4.7871 -2.3197 0.6906 -0.1 -0.1 0.2
C 4.2141 -3.2603 1.4977 0.0 0.1 -0.1
C 4.8050 -4.4228 2.2440 0.1 0.0 0.0
C 3.5938 -5.1383 2.8879 0.0 -0.1 0.1
C 2.4038 -4.3038 2.5081 -0.1 0.1 -0.1
C 1.0728 -4.4607 2.7834 0.1 -0.1 0.0
C 0.1749 -3.5887 2.1574 0.2 0.2 0.0
C 0.5672 -2.5399 1.3346 -0.5 0.0 0.2
P -0.8165 -1.9242 0.3414 0.0 0.2 -0.4
C -2.1487 -1.5193 1.4970 0.0 0.1 -0.3
C -3.3984 -1.3912 0.9018 0.0 0.0 0.0
C -4.5429 -1.1975 1.6585 0.3 -0.1 -0.2
C -4.4126 -1.0569 3.0320 -0.2 0.0 -0.1
C -3.1568 -1.0938 3.6232 0.0 0.0 0.2
C -2.0166 -1.3273 2.8712 0.0 -0.1 -0.2
C -1.2633 -3.4678 -0.5580 0.1 0.3 -0.1
C -0.1629 -4.1956 -1.0245 -0.1 -0.1 0.0
C -0.3409 -5.3446 -1.7760 0.1 0.1 0.1
C -1.6180 -5.7540 -2.1275 0.0 0.0 0.0
C -2.7117 -5.0055 -1.7228 0.0 0.1 0.2
C -2.5447 -3.8767 -0.9275 0.1 -0.3 0.0
C 1.9456 -2.2817 1.1174 0.1 -0.2 0.3
C 2.8191 -3.2302 1.6986 -0.1 0.1 -0.1
C 1.9360 1.2035 1.2557 -0.3 0.0 -0.2
C 3.2077 1.2900 1.7776 0.1 0.0 -0.1
C 3.5004 1.9091 2.9986 0.0 0.0 0.0
C 2.4560 2.4271 3.7107 -0.1 0.0 -0.1
C 2.4179 3.0978 5.0536 0.1 0.0 0.1
C 0.9561 3.5732 5.2163 0.0 0.1 0.1
C 0.2390 3.0202 4.0190 -0.1 -0.1 -0.1
C -1.0791 3.0430 3.6697 0.1 0.0 0.2
C -1.4351 2.5315 2.4146 0.2 -0.1 -0.2
C -0.5258 2.0210 1.4981 -0.7 -0.1 0.0
P -1.1910 1.8146 -0.1815 0.4 -0.5 -0.9
C -2.9272 2.3597 -0.1824 0.2 -0.1 0.1
C -3.9396 1.4869 -0.5426 0.0 -0.2 -0.1
C -5.2710 1.8837 -0.5270 0.3 0.1 0.0
C -5.5777 3.1846 -0.1639 -0.2 -0.2 -0.1
C -4.5649 4.0869 0.1389 0.1 0.1 0.1
C -3.2428 3.6841 0.1402 0.0 -0.1 -0.1
C -0.4070 3.1010 -1.1915 0.0 0.1 0.0
C 0.8358 3.6611 -0.9121 -0.2 0.0 0.1
C 1.3996 4.5639 -1.7985 0.1 0.0 -0.1
C 0.7213 4.9313 -2.9481 0.0 0.1 0.0
C -0.5246 4.3863 -3.2226 -0.1 -0.1 -0.1
C -1.0722 3.4410 -2.3738 0.0 0.1 0.2
C 0.8356 1.8326 1.8981 -0.1 0.1 0.4
C 1.1605 2.3925 3.1577 0.1 -0.1 -0.1
H 4.4060 -0.5477 -0.4518 0.0 0.0 -0.1
H 5.8448 -2.3073 0.4680 0.0 0.0 0.0
H 5.5148 -4.0712 2.9944 0.0 0.0 0.0
H 5.3579 -5.0791 1.5712 0.0 0.0 0.0
H 3.6924 -5.2115 3.9715 0.0 0.0 0.0
H 3.4756 -6.1538 2.5065 0.0 0.0 0.0
H 0.7059 -5.2624 3.4094 0.0 0.0 0.0
H -0.8870 -3.7615 2.2842 0.0 -0.1 0.0
H -3.4599 -1.4431 -0.1789 -0.1 0.0 0.1
H -5.4975 -1.1826 1.1408 0.0 0.2 0.3
H -5.2914 -0.9047 3.6435 0.0 0.0 0.0
H -3.0700 -0.9655 4.6939 0.0 0.0 0.0
H -1.0455 -1.3685 3.3475 0.0 -0.1 0.0
H 0.8437 -3.8732 -0.7866 0.0 0.0 0.0
H 0.5279 -5.9056 -2.0929 0.0 0.0 0.0
H -1.7540 -6.6547 -2.7102 0.0 0.0 -0.1
H -3.7203 -5.2810 -2.0023 0.0 -0.1 0.0
H -3.4496 -3.3812 -0.6123 0.2 0.1 0.1
H 4.0242 0.8516 1.2235 0.0 0.0 0.0
H 4.5189 1.9327 3.3593 0.0 0.0 0.0
H 3.1321 3.9200 5.1005 0.0 0.0 0.0
H 2.6917 2.3923 5.8402 0.0 0.0 0.0
H 0.8866 4.6628 5.2187 0.0 0.0 0.0
H 0.5083 3.2253 6.1473 0.0 0.0 0.0
H -1.8369 3.4883 4.2994 0.0 0.0 0.1
H -2.4753 2.5733 2.1299 0.0 0.1 0.1
H -3.7015 0.4851 -0.8713 0.1 0.0 0.1
H -6.0206 1.1590 -0.8234 -0.1 0.2 0.1
H -6.6117 3.4986 -0.1320 0.0 0.1 0.0
H -4.8049 5.1120 0.3879 0.0 0.0 0.0
H -2.4573 4.3833 0.3981 0.0 0.1 0.0
H 1.3762 3.3917 -0.0161 0.0 0.0 0.0
H 2.3813 4.9700 -1.5964 0.0 0.0 0.0
H 1.1616 5.6450 -3.6307 0.0 0.0 0.0
H -1.0636 4.6897 -4.1086 0.0 0.0 -0.1
H -2.0197 2.9637 -2.6118 0.0 0.2 0.0
Te -3.1566 -1.2617 -3.2016 -2.5 -0.8 0.4
Te -5.5723 -1.6665 -2.0853 -0.9 -0.1 0.2
Te -1.0606 -2.5884 -4.3932 0.2 -3.4 -1.1
Te -0.7553 -0.1846 -3.8485 -5.1 2.8 -0.5
F 4.0085 1.6774 -3.5498 -0.3 0.1 0.2
C 3.5443 0.4792 -3.8021 1.9 -0.5 -0.4
F 3.7538 0.1692 -5.0866 -0.4 0.2 0.1
F 4.2578 -0.4243 -3.1261 -0.3 0.2 0.4
S 1.7524 0.2367 -3.3842 2.4 -0.8 1.8
O 1.0442 1.3823 -2.8800 1.4 0.6 0.1
O 1.7000 -1.0265 -2.6685 0.8 0.2 -0.1
N 1.0627 -0.1797 -4.7708 1.9 -0.5 -1.1
S 1.1926 1.0184 -5.8243 0.2 1.6 -2.6
O 1.5686 0.4859 -7.0817 0.4 -0.2 -0.1
O 1.9069 2.0509 -5.1427 0.1 0.8 -0.8
C -0.4700 1.7301 -6.3698 -0.7 -0.4 -0.2
F -1.2566 0.7241 -6.7756 0.3 0.1 -0.2
F -1.1935 2.4805 -5.5468 0.5 0.1 0.3
F -0.1301 2.4685 -7.4115 0.0 0.2 0.0
```
Positions in Å, forces in eV/Å.

total charge = +1
electronic energy = -6025.35857 a.u.
<S²> = 6.032
2S+1 = 5
ΔE to the lowest compared entry with this formula, charge and spin = 5.891 eV


(3)
Formula: C50H37F5N2O5PTl
Source: OMol25
Level of theory: ωB97M-V/def2-TZVPD

```
101
Properties=species:S:1:pos:R:3:forces:R:3
Tl -0.6111 2.1238 -0.4233 0.1 0.1 -0.1
O 2.2508 0.5508 -0.9115 0.1 -0.2 0.3
C 3.4042 1.3626 -0.9860 -0.4 0.8 -0.2
C 3.0249 2.9476 -1.0309 -0.1 -0.3 0.0
O 3.9494 3.6741 -1.4321 0.0 0.0 0.0
O 1.8696 3.2589 -0.6793 0.2 -0.3 0.0
C 4.3225 1.1776 0.2038 0.2 0.0 0.2
C 3.9623 0.3857 1.2917 0.0 0.0 -0.2
C 4.7617 0.3296 2.4259 0.1 -0.1 0.1
C 5.9447 1.0476 2.4894 0.0 0.0 0.0
C 6.3277 1.8181 1.3974 0.0 0.0 0.0
C 5.5310 1.8801 0.2671 0.0 0.0 0.0
C 4.0609 1.0109 -2.3110 0.1 -0.1 0.0
C 5.0791 0.0660 -2.3889 -0.2 0.0 0.0
C 5.6590 -0.2609 -3.6077 0.0 -0.1 -0.1
C 5.2296 0.3570 -4.7723 0.0 0.0 0.0
C 4.2021 1.2898 -4.7062 -0.1 0.0 0.0
C 3.6146 1.6027 -3.4903 0.0 0.0 0.0
H 1.8464 0.6713 -0.0290 -0.2 0.1 -0.2
H 3.0543 -0.2008 1.2568 -0.1 0.1 0.1
H 4.4471 -0.2767 3.2679 0.0 0.0 0.0
H 6.5635 1.0063 3.3785 0.0 0.0 0.0
H 7.2508 2.3861 1.4373 0.0 0.0 0.0
H 5.8111 2.5069 -0.5678 0.0 0.0 0.0
H 5.4086 -0.4260 -1.4820 0.1 0.0 0.0
H 6.4525 -0.9992 -3.6473 0.0 0.0 0.0
H 5.6846 0.1108 -5.7251 0.0 0.0 0.0
H 3.8620 1.7825 -5.6107 0.0 0.0 0.0
H 2.8046 2.3197 -3.4449 0.1 0.1 0.0
C -3.4059 0.0843 1.5665 -0.1 0.0 -0.1
N -2.9569 1.3918 1.1569 0.0 0.2 0.0
C -3.7807 2.3720 1.2197 0.0 -0.4 0.2
C -3.4434 3.7273 0.9390 0.0 0.6 -0.2
C -4.2670 4.8590 1.1074 -0.1 -0.3 0.1
C -3.4798 5.9620 0.7876 0.1 0.1 0.0
C -2.2191 5.4411 0.4388 -0.2 0.1 -0.1
N -2.1979 4.1107 0.5129 0.1 -0.3 0.3
C -3.0581 -0.2516 2.9989 -0.1 0.0 0.1
C -3.9158 -1.0335 3.7668 0.0 0.0 -0.1
C -3.5811 -1.3858 5.0676 0.0 -0.1 0.0
C -2.3833 -0.9495 5.6152 -0.1 0.0 0.0
C -1.5225 -0.1680 4.8540 -0.2 -0.1 0.3
C -1.8550 0.1777 3.5538 -0.2 0.0 -0.1
H -2.8836 -0.6440 0.9416 0.0 -0.1 -0.2
H -4.4892 -0.0586 1.4167 0.0 0.0 0.0
H -4.8239 2.2020 1.5396 0.0 0.0 0.0
H -5.2949 4.8567 1.4465 0.0 0.0 0.0
H -3.7640 7.0047 0.8142 0.0 0.0 0.0
H -1.3370 5.9887 0.1326 0.0 0.0 0.0
H -4.8552 -1.3675 3.3374 0.0 0.0 0.0
H -4.2535 -2.0033 5.6530 0.0 0.0 0.0
H -2.1238 -1.2160 6.6330 0.0 0.0 0.0
H -0.5826 0.1634 5.2794 -0.7 -0.1 0.0
H -1.1894 0.7807 2.9483 -0.4 -0.2 0.0
F 1.5550 1.8880 6.8880 0.0 0.0 0.0
C 1.3543 1.6919 5.5629 0.1 0.0 0.0
C 1.0948 2.7607 4.7181 0.0 -0.1 0.1
F 1.0475 3.9962 5.2457 0.0 0.1 0.0
C 0.8833 2.5643 3.3719 -0.1 -0.2 -0.2
F 0.6363 3.6268 2.5977 0.0 0.0 0.0
C 0.8898 1.2765 2.7616 0.7 0.1 0.6
O 0.6629 1.0679 1.5297 0.0 -0.1 -0.3
C 1.1752 0.2253 3.6768 0.5 0.1 -0.3
F 1.2185 -1.0401 3.2073 -0.1 0.0 0.0
C 1.3979 0.4213 5.0225 0.8 0.3 -0.2
F 1.6534 -0.6309 5.8275 -0.1 -0.1 0.0
O -0.7769 -0.9517 -0.7235 0.0 0.2 0.2
P -1.3182 -1.9283 -1.6829 -0.2 -0.4 -0.3
C -1.3136 -3.6255 -1.0301 0.0 0.2 -0.1
C -1.9742 -3.8296 0.1810 0.0 0.0 0.0
C -1.9264 -5.0694 0.7960 -0.1 0.0 0.0
C -1.2090 -6.1062 0.2130 0.0 0.0 0.0
C -0.5366 -5.9011 -0.9828 0.0 -0.1 0.0
C -0.5874 -4.6613 -1.6053 0.0 0.0 0.0
C -0.4279 -1.9500 -3.2591 -0.1 0.0 0.2
C 0.7575 -1.2251 -3.3309 0.0 0.0 0.1
C 1.4484 -1.1720 -4.5352 0.1 0.0 -0.1
C 0.9478 -1.8200 -5.6552 0.0 0.0 0.0
C -0.2356 -2.5464 -5.5785 0.0 -0.1 0.0
C -0.9238 -2.6143 -4.3789 0.0 0.0 0.0
C -3.0474 -1.5864 -2.1478 0.2 0.1 0.1
C -4.0843 -2.5109 -2.1469 0.1 0.0 0.0
C -5.3731 -2.0974 -2.4579 -0.1 -0.1 -0.1
C -5.6274 -0.7695 -2.7685 0.0 0.0 0.0
C -4.5919 0.1566 -2.7683 0.0 0.0 0.0
C -3.3059 -0.2517 -2.4620 0.0 0.0 0.1
H -2.4936 -3.0003 0.6496 0.0 0.0 0.0
H -2.4347 -5.2220 1.7397 0.0 0.0 0.0
H -1.1529 -7.0692 0.7056 0.0 0.0 0.0
H 0.0419 -6.7025 -1.4256 0.0 0.0 0.0
H -0.0454 -4.4876 -2.5266 0.0 0.0 0.0
H 1.1265 -0.7067 -2.4483 0.0 0.0 -0.1
H 2.3781 -0.6216 -4.5904 0.0 0.0 0.0
H 1.4768 -1.7521 -6.5984 0.0 0.0 0.0
H -0.6194 -3.0548 -6.4551 0.0 0.0 0.0
H -1.8501 -3.1747 -4.3055 0.0 0.0 -0.1
H -3.8889 -3.5452 -1.8896 0.0 0.0 0.0
H -6.1872 -2.8126 -2.4489 0.0 0.0 0.0
H -6.6375 -0.4507 -2.9952 0.0 0.0 0.0
H -4.7875 1.1988 -2.9865 0.0 0.0 0.0
H -2.4938 0.4663 -2.4075 -0.1 0.0 0.0
```
Positions in Å, forces in eV/Å.

total charge = -2
electronic energy = -3426.54111 a.u.


- The lowest electronic energy belongs to which entry?
  C50H36F6NO5P2PtS3Te4